{
  "formula": "C27H15BrLuN6OS4Se",
  "method": "ωB97M-V with the def2-TZVPD basis set",
  "mol_weight_g_mol": 901.557,
  "total_charge": 1,
  "e_above_lowest_kj_mol": 53.07,
  "homo_lumo_gap_ev": 4.487,
  "elements": ["Lu", "Se", "N", "C", "C", "C", "C", "C", "N", "C", "C", "N", "C", "C", "C", "C", "C", "N", "H", "H", "H", "H", "H", "H", "O", "C", "S", "C", "C", "S", "S", "S", "Br", "C", "C", "C", "C", "C", "C", "N", "C", "C", "C", "C", "C", "C", "N", "H", "H", "H", "H", "H", "H", "H", "H", "H"],
  "xyz": [[0.8318, 0.4877, -0.1341], [-5.2313, -0.1027, 5.2208], [-5.1240, -0.3706, 3.4857], [-3.8824, -0.1532, 3.1307], [-3.3854, -0.3096, 1.7799], [-4.2075, -0.6972, 0.7198], [-3.6469, -0.8827, -0.5231], [-2.2810, -0.6888, -0.6726], [-1.4841, -0.2983, 0.3170], [-2.0247, -0.0865, 1.5330], [-1.1405, 0.3997, 2.5949], [0.1165, 0.7467, 2.2553], [0.9377, 1.1830, 3.2053], [0.5774, 1.2685, 4.5441], [-0.7113, 0.9414, 4.9023], [-1.6013, 0.5165, 3.9134], [-2.9902, 0.2217, 4.1933], [-3.5283, 0.2969, 5.3850], [-5.2628, -0.8493, 0.9024], [-4.2470, -1.1730, -1.3731], [-1.8086, -0.8488, -1.6349], [1.9233, 1.4977, 2.8813], [1.2944, 1.6120, 5.2756], [-1.0614, 1.0197, 5.9230], [0.2287, 7.0748, -2.7382], [0.3551, 5.9580, -2.3293], [1.5608, 5.4741, -1.1151], [1.1097, 3.7812, -1.0218], [0.1048, 3.3717, -1.8281], [-0.5764, 1.7764, -1.9453], [-0.6228, 4.5785, -2.8731], [2.0065, 2.8209, 0.1295], [2.0132, 1.1573, -7.5243], [1.9573, 0.4893, -5.7624], [2.3528, 1.2941, -4.7036], [2.2872, 0.8000, -3.4177], [1.8377, -0.5023, -3.1767], [1.4514, -1.3006, -4.2557], [1.5084, -0.8069, -5.5430], [1.7603, -0.9353, -1.8350], [1.9174, -2.1751, -1.5435], [1.7911, -2.6412, -0.1747], [1.8968, -3.9958, 0.1218], [1.7715, -4.4220, 1.4304], [1.5844, -3.4692, 2.4192], [1.5080, -2.1383, 2.0478], [1.5877, -1.7123, 0.7866], [2.6900, 2.3043, -4.8892], [2.6329, 1.4001, -2.5828], [1.0542, -2.2946, -4.0890], [1.1937, -1.4177, -6.3774], [2.2056, -2.9043, -2.2966], [2.0711, -4.7017, -0.6798], [1.8214, -5.4727, 1.6816], [1.4960, -3.7482, 3.4590], [1.3817, -1.3734, 2.8018]],
  "nbo_charge": [1.737, 1.034, -0.604, 0.100, -0.102, -0.086, -0.234, 0.105, -0.551, 0.243, 0.243, -0.546, 0.075, -0.238, -0.090, -0.120, 0.166, -0.622, 0.254, 0.247, 0.218, 0.230, 0.248, 0.254, -0.543, 0.202, 0.338, -0.392, -0.387, -0.376, 0.339, -0.368, 0.115, -0.061, -0.220, -0.177, 0.147, -0.236, -0.216, -0.527, 0.151, 0.122, -0.193, -0.121, -0.224, 0.088, -0.525, 0.249, 0.244, 0.214, 0.240, 0.207, 0.241, 0.246, 0.247, 0.215]
}



{
  "formula": "C27H18AsBeCl2NOS",
  "method": "ωB97M-V with the def2-TZVPD basis set",
  "mol_weight_g_mol": 559.354,
  "homo_lumo_gap_ev": 7.107,
  "elements": ["Be", "Cl", "C", "C", "C", "Cl", "C", "C", "C", "C", "N", "C", "C", "O", "H", "H", "H", "H", "S", "C", "C", "C", "C", "C", "C", "As", "C", "C", "C", "C", "C", "C", "C", "C", "C", "C", "C", "C", "H", "H", "H", "H", "H", "H", "H", "H", "H", "H", "H", "H", "H", "H"],
  "xyz": [[-1.3143, -1.0273, 1.2759], [-4.6881, -2.3266, -1.8491], [-3.0896, -2.9363, -1.5488], [-2.7016, -4.0969, -2.1863], [-1.5414, -4.7527, -1.9480], [-1.2479, -6.2703, -2.7178], [-0.6827, -4.2231, -0.9193], [0.5164, -4.8481, -0.3921], [1.1632, -4.2756, 0.6625], [0.7079, -3.0700, 1.1732], [-0.3929, -2.4662, 0.7687], [-1.1151, -3.0720, -0.2340], [-2.2773, -2.3897, -0.5706], [-2.5772, -1.3119, 0.1668], [-3.3659, -4.4812, -2.9195], [0.7325, -5.8261, -0.7454], [2.0464, -4.8768, 1.0226], [1.2811, -2.5556, 2.0017], [-1.3037, -0.4278, 3.1699], [-0.9040, 1.2552, 2.9905], [-1.1140, 2.0494, 4.1622], [-0.8905, 3.4107, 4.1148], [-0.4183, 4.0502, 2.9381], [-0.0936, 3.2686, 1.8273], [-0.3714, 1.9314, 1.8705], [-0.0501, 0.7727, 0.3562], [-0.5090, 1.8576, -1.1775], [-1.8552, 1.7149, -1.5951], [-2.3274, 2.5865, -2.6136], [-1.4332, 3.3702, -3.3581], [-0.0937, 3.4566, -2.9548], [0.3128, 2.7328, -1.8564], [1.8359, 0.5727, 0.2544], [2.3179, -0.2174, -0.8024], [3.6677, -0.3354, -0.9347], [4.5969, 0.3463, -0.1220], [4.1532, 1.0003, 1.0193], [2.7690, 1.0946, 1.1623], [-1.5372, 1.4683, 4.9010], [-1.0841, 4.1016, 4.9417], [-0.3023, 5.1275, 2.8717], [0.2063, 3.7784, 0.8520], [-2.4799, 0.9677, -1.0884], [-3.3528, 2.5552, -2.8651], [-1.8061, 4.0139, -4.1667], [0.6367, 4.0355, -3.5491], [1.3615, 2.7857, -1.5350], [1.6300, -0.7402, -1.4991], [4.0646, -0.9373, -1.7662], [5.6488, 0.2735, -0.3573], [4.9383, 1.3416, 1.7369], [2.3336, 1.5448, 2.0324]],
  "nbo_charge": [1.508, 0.024, -0.122, -0.207, -0.073, 0.015, -0.084, -0.089, -0.289, 0.105, -0.619, 0.080, 0.381, -0.913, 0.238, 0.229, 0.242, 0.226, -0.470, -0.146, -0.224, -0.191, -0.234, -0.200, -0.384, 0.835, -0.366, -0.191, -0.208, -0.199, -0.234, -0.160, -0.271, -0.244, -0.216, -0.196, -0.215, -0.226, 0.219, 0.217, 0.215, 0.224, 0.245, 0.216, 0.219, 0.220, 0.207, 0.224, 0.215, 0.215, 0.229, 0.223]
}



{
  "formula": "C27H18BrIrN2O4",
  "method": "ωB97M-V with the def2-TZVPD basis set",
  "mol_weight_g_mol": 706.572,
  "total_charge": 1,
  "e_above_lowest_kj_mol": 0.00,
  "multiplicity": 2,
  "s_squared": 0.754,
  "homo_lumo_gap_ev": [6.526, 6.491],
  "elements": ["Ir", "O", "C", "C", "C", "C", "C", "C", "C", "O", "N", "O", "O", "H", "H", "H", "H", "C", "C", "C", "C", "C", "C", "C", "C", "C", "C", "C", "C", "C", "C", "C", "H", "H", "H", "H", "H", "H", "H", "H", "H", "H", "Br", "C", "C", "C", "C", "C", "N", "H", "H", "H", "H"],
  "xyz": [[1.4002, -1.6439, -0.2684], [3.4500, -1.8226, 0.2374], [4.3364, -0.9847, 0.0086], [4.1177, 0.4109, -0.1144], [5.2328, 1.2484, -0.3243], [5.0518, 2.5903, -0.3995], [3.7743, 3.1616, -0.2649], [2.6832, 2.3642, -0.0772], [2.8122, 0.9559, 0.0017], [1.7337, 0.2564, 0.2044], [6.2135, 3.4630, -0.6230], [7.2863, 2.9291, -0.8186], [6.0224, 4.6612, -0.5906], [5.3668, -1.3525, -0.0740], [6.2299, 0.8361, -0.4118], [3.6814, 4.2377, -0.3132], [1.6903, 2.7816, 0.0222], [-0.4457, -1.0852, -0.3035], [-1.4102, -0.3476, -0.0919], [-2.4328, 0.5195, 0.1767], [-2.8073, 0.7703, 1.5615], [-4.1009, 1.1955, 1.8951], [-4.4277, 1.4531, 3.2138], [-3.4704, 1.2939, 4.2077], [-2.1928, 0.8444, 3.8918], [-1.8652, 0.5697, 2.5787], [-3.0665, 1.2259, -0.9320], [-3.1269, 0.6166, -2.1916], [-3.7241, 1.2688, -3.2516], [-4.2311, 2.5521, -3.0777], [-4.1313, 3.1876, -1.8470], [-3.5551, 2.5299, -0.7752], [-4.8564, 1.2771, 1.1259], [-5.4294, 1.7705, 3.4696], [-3.7225, 1.5155, 5.2367], [-1.4544, 0.7135, 4.6711], [-0.8692, 0.2375, 2.3147], [-2.7220, -0.3795, -2.3163], [-3.7917, 0.7840, -4.2162], [-4.6931, 3.0651, -3.9112], [-4.4928, 4.1997, -1.7265], [-3.4378, 3.0391, 0.1714], [3.0829, -3.5698, -2.2722], [1.8058, -4.4281, -1.2129], [1.7820, -5.8036, -1.1102], [0.7499, -6.3777, -0.3887], [-0.2202, -5.5640, 0.1743], [-0.1006, -4.1975, 0.0474], [0.9174, -3.6221, -0.6180], [2.5447, -6.3972, -1.5906], [0.6991, -7.4530, -0.2805], [-1.0622, -5.9782, 0.7092], [-0.8243, -3.5185, 0.4739]],
  "lowdin_spin": [0.876, 0.015, 0.000, 0.009, -0.003, 0.008, -0.002, 0.007, 0.001, 0.042, 0.001, 0.002, 0.001, 0.000, 0.000, 0.000, 0.000, 0.012, -0.001, -0.007, -0.001, -0.002, 0.000, -0.002, 0.000, -0.002, -0.001, -0.001, 0.000, -0.002, 0.000, -0.002, 0.000, 0.000, 0.000, 0.000, 0.000, 0.000, 0.000, 0.000, 0.000, 0.000, 0.030, 0.008, -0.001, 0.005, -0.001, 0.005, 0.005, 0.000, 0.000, 0.000, 0.001]
}



{
  "formula": "C27H18BrMoN4O4S2",
  "method": "ωB97M-V with the def2-TZVPD basis set",
  "mol_weight_g_mol": 702.443,
  "total_charge": 1,
  "e_above_lowest_kj_mol": 145.20,
  "multiplicity": 3,
  "s_squared": 2.048,
  "homo_lumo_gap_ev": [5.630, 6.083],
  "elements": ["Mo", "O", "N", "C", "C", "C", "C", "C", "S", "H", "H", "H", "H", "Br", "C", "C", "C", "C", "C", "C", "N", "N", "C", "C", "C", "C", "O", "C", "N", "C", "C", "C", "C", "H", "H", "H", "H", "H", "H", "H", "H", "H", "O", "C", "O", "C", "C", "C", "C", "S", "C", "C", "H", "H", "H", "H", "H"],
  "xyz": [[1.2096, 0.1902, -0.3415], [1.8663, -1.4410, 0.5756], [1.6108, -2.6274, -0.0181], [1.4673, -3.6995, 0.7828], [1.2421, -4.9262, 0.2281], [1.1595, -5.0334, -1.1627], [1.2933, -3.9137, -1.9514], [1.5209, -2.6691, -1.3651], [1.7344, -1.1989, -2.2546], [1.5402, -3.4998, 1.8406], [1.1228, -5.7850, 0.8716], [0.9824, -5.9972, -1.6206], [1.2136, -3.9613, -3.0281], [-6.7051, -1.5514, 4.8880], [-6.5197, -0.4271, 3.3848], [-5.4321, 0.4327, 3.3079], [-5.2836, 1.2367, 2.1927], [-6.2248, 1.1913, 1.1674], [-7.3403, 0.3812, 1.2882], [-7.4773, -0.4539, 2.3878], [-6.1626, 2.0720, 0.0332], [-5.1184, 2.2357, -0.6091], [-3.9901, 1.3611, -0.4970], [-4.0600, -0.0075, -0.4618], [-2.9069, -0.8134, -0.4319], [-1.6693, -0.2286, -0.4236], [-0.4986, -0.8649, -0.3376], [-1.5818, 1.1680, -0.5450], [-0.2952, 1.6626, -0.6062], [-0.1557, 2.9859, -0.6959], [-1.2412, 3.8611, -0.7294], [-2.5204, 3.3724, -0.6874], [-2.7216, 1.9812, -0.5909], [-4.7137, 0.4746, 4.1148], [-4.4493, 1.9242, 2.1263], [-8.0889, 0.3874, 0.5057], [-8.3333, -1.1082, 2.4757], [-5.0334, -0.4787, -0.4710], [-2.9867, -1.8918, -0.3921], [0.8524, 3.3668, -0.7643], [-1.0519, 4.9229, -0.8021], [-3.3746, 4.0354, -0.7371], [9.0947, -0.4141, -1.6519], [8.6977, 0.5730, -0.8216], [9.4972, 1.2136, -0.2079], [7.2178, 0.8184, -0.7187], [6.8003, 2.1160, -0.4522], [5.4528, 2.3997, -0.3179], [4.5193, 1.3704, -0.4201], [2.8175, 1.8061, -0.1638], [4.9302, 0.0666, -0.6769], [6.2805, -0.2020, -0.8329], [8.3492, -0.7663, -2.1555], [7.5443, 2.8944, -0.3463], [5.1201, 3.4114, -0.1249], [4.2029, -0.7280, -0.7510], [6.5961, -1.2249, -1.0050]],
  "lowdin_spin": [1.784, 0.066, 0.022, -0.003, 0.006, -0.002, 0.005, 0.009, 0.034, 0.000, 0.000, 0.000, 0.000, 0.000, 0.001, 0.000, 0.000, 0.000, 0.001, 0.000, 0.004, 0.000, 0.009, -0.005, 0.012, -0.002, 0.040, 0.003, 0.006, 0.024, -0.002, 0.022, -0.001, 0.000, 0.000, 0.000, 0.000, 0.000, 0.001, 0.001, 0.000, 0.001, 0.000, -0.001, -0.002, -0.009, 0.003, -0.006, 0.021, -0.038, -0.006, 0.002, 0.000, 0.000, 0.000, 0.001, 0.000]
}